135
Properties=species:S:1:pos:R:3:forces:R:3 method="wB97M-V/def2-TZVPD" e_homo_ev=-8.6 gap_ev=8.494 energy_ev=-134163.8674
C -2.1965 -1.7052 2.1403 -0.094 0.250 0.776
C -1.8087 -0.4263 2.9269 0.174 -1.080 -0.650
C -0.3144 -0.4894 3.3085 -0.066 0.417 0.113
B 0.6570 -0.5604 2.0746 -1.283 0.192 0.022
O 1.1090 -1.7726 1.5255 0.633 0.414 1.141
B 2.4815 -1.7576 1.7011 0.472 -0.137 -0.334
O 3.1855 -0.6345 1.2688 -0.803 -0.012 0.091
B 2.3486 0.3946 0.8815 -0.068 0.517 -0.545
P 2.7553 1.6046 -0.5768 0.095 0.473 0.763
S 3.3680 3.2770 0.2460 0.266 0.139 0.006
O 1.1379 0.6174 1.5082 0.811 -0.909 -0.037
O -2.6820 -0.3715 4.0548 0.038 0.695 -0.388
C -2.7439 0.9063 4.6652 0.110 -0.241 1.280
C -1.7479 1.0058 5.8369 -0.927 -0.196 -1.482
C -1.4606 -0.1607 6.5037 0.399 -0.476 0.666
C -0.5482 -0.1557 7.5405 -0.264 -0.566 -0.204
C 0.0613 1.0269 7.8885 0.883 -0.357 1.121
C -0.2465 2.1878 7.2413 0.052 1.366 -0.397
C -1.1531 2.1915 6.2007 -0.336 0.035 -0.264
H -2.4677 -1.4683 1.1150 0.252 -0.227 -0.013
H -1.4256 -2.4775 2.2119 0.044 0.201 -0.261
H -3.0817 -2.1291 2.6197 0.007 0.093 -0.179
H -1.9916 0.4452 2.2824 -0.007 0.054 0.250
H -0.0323 0.4117 3.8723 -0.069 -0.130 -0.047
H -0.1688 -1.3520 3.9711 -0.043 0.052 -0.155
H 3.0758 -2.6272 2.2455 -0.038 -0.170 -0.253
H 3.6894 0.9749 -1.4245 -0.417 0.003 -0.227
H 1.5131 1.8043 -1.2246 0.368 -0.464 -0.357
H -3.7429 0.9660 5.1217 0.020 0.131 -0.319
H -2.6236 1.7355 3.9584 0.031 -0.171 -0.037
H -1.9229 -1.0990 6.2444 0.090 0.081 -0.306
H -0.3358 -1.1033 8.0257 0.177 0.231 0.163
H 0.8004 1.0435 8.6844 -0.092 -0.017 -0.054
H 0.2280 3.1288 7.5021 0.056 -0.178 0.144
H -1.4240 3.0853 5.6467 0.235 0.080 0.164
C 3.7035 -3.3067 -2.5940 0.197 -0.238 0.144
C 2.8772 -2.3379 -1.7821 -0.080 -0.076 0.324
O 2.6834 -1.2522 -2.6932 0.100 -0.225 -0.056
C 2.8212 -1.7458 -3.9569 -0.057 0.088 -0.253
O 2.5582 -1.1426 -4.9425 0.005 0.018 0.056
O 3.2963 -3.0158 -3.9317 -0.099 0.211 0.159
H 3.5020 -4.3459 -2.3452 -0.066 -0.011 -0.192
H 4.7755 -3.1209 -2.5035 -0.022 0.048 0.005
H 1.9014 -2.7450 -1.5064 0.002 -0.014 -0.061
H 3.3894 -2.0015 -0.8837 0.057 0.191 -0.123
C -7.0431 0.1163 2.0716 -0.263 0.230 0.067
C -6.4332 -0.6210 3.2383 -0.138 0.069 0.284
O -5.6907 -1.6628 2.5913 -0.044 0.131 -0.209
C -5.4125 -1.2519 1.3320 0.000 -0.073 -0.100
O -4.6695 -1.8079 0.5879 -0.272 0.000 -0.109
O -6.0915 -0.1183 1.0275 0.077 -0.109 0.096
H -7.1589 1.1814 2.2559 0.092 0.019 -0.171
H -8.0070 -0.2973 1.7685 0.025 -0.028 0.008
H -5.7424 -0.0026 3.8118 0.047 -0.015 -0.027
H -7.1769 -1.0358 3.9128 0.098 -0.175 -0.011
C 7.1912 3.0726 -1.4362 -0.369 -0.534 -0.310
C 7.4334 3.8273 -0.1683 -0.273 0.094 0.615
O 8.7137 4.4310 -0.3944 0.016 -0.057 -0.549
C 8.8863 4.5200 -1.7410 -0.090 -0.027 0.026
O 9.7725 5.1172 -2.2662 0.081 -0.057 -0.019
O 7.9194 3.8388 -2.4073 0.319 0.294 0.343
H 6.1357 3.0184 -1.6941 0.047 0.149 -0.139
H 7.6010 2.0655 -1.4067 0.020 0.045 0.001
H 6.6956 4.6146 -0.0022 0.026 0.007 -0.031
H 7.4609 3.1790 0.7043 0.154 0.046 0.004
C 10.3174 -1.1460 0.6346 0.212 -0.382 0.068
C 10.6028 0.0117 -0.2872 0.425 0.115 -0.006
O 9.2960 0.3859 -0.7252 -0.105 -0.063 0.101
C 8.4088 -0.0319 0.2143 -0.045 -0.076 0.114
O 7.2605 0.2863 0.2198 -0.071 -0.036 0.033
O 8.9981 -0.8345 1.1230 -0.010 0.299 -0.290
H 11.0285 -1.2155 1.4549 -0.204 0.052 0.142
H 10.2938 -2.0962 0.0958 -0.147 0.375 0.333
H 11.0581 0.8618 0.2267 -0.050 0.014 -0.002
H 11.2301 -0.2693 -1.1315 -0.167 0.015 -0.105
C 12.9407 -2.9947 -3.7340 0.514 0.098 -0.170
C 11.5661 -3.0426 -4.3465 -0.029 0.118 -0.349
O 10.7688 -3.5756 -3.2774 0.145 0.016 0.186
C 11.4044 -3.3069 -2.1181 -0.060 -0.035 -0.047
O 10.9211 -3.4554 -1.0352 0.166 -0.330 -0.315
O 12.6474 -2.8307 -2.3360 -0.258 -0.109 0.033
H 13.5325 -2.1610 -4.1137 -0.190 -0.395 0.436
H 13.4944 -3.9263 -3.8699 -0.077 -0.030 0.078
H 11.1895 -2.0519 -4.6053 0.031 0.007 0.047
H 11.5154 -3.6806 -5.2247 -0.142 -0.119 0.123
C -8.1899 2.2390 -1.5395 0.313 -0.080 -0.162
C -9.5106 2.2628 -2.2684 -0.001 0.083 -0.397
O -10.4436 1.9460 -1.2279 0.164 0.003 0.144
C -9.8759 2.2859 -0.0450 -0.043 0.045 0.143
O -10.4494 2.3029 0.9960 0.020 -0.051 0.002
O -8.5662 2.6029 -0.2048 -0.235 -0.110 -0.112
H -7.4711 2.9456 -1.9462 -0.020 0.095 0.189
H -7.7372 1.2455 -1.5192 -0.035 0.000 0.043
H -9.7507 3.2470 -2.6720 -0.012 -0.023 0.001
H -9.5633 1.5314 -3.0711 -0.135 -0.054 0.088
C -4.7139 -2.3499 7.9496 0.208 -0.175 0.125
C -4.4292 -1.2909 6.9117 0.175 -0.014 -0.049
O -5.7307 -1.0140 6.3894 -0.077 -0.114 0.197
C -6.6423 -1.3610 7.3358 -0.171 0.023 0.038
O -7.7994 -1.1034 7.2775 0.032 -0.008 -0.037
O -6.0512 -2.0399 8.3511 0.040 0.126 -0.218
H -4.0336 -2.3040 8.7970 -0.177 0.048 0.113
H -4.6961 -3.3596 7.5344 -0.034 0.030 -0.037
H -4.0196 -0.3775 7.3465 -0.039 -0.005 0.025
H -3.7661 -1.6391 6.1264 -0.260 0.041 -0.222
C -11.5676 0.2145 -6.8615 -0.210 -0.272 -0.218
C -10.2339 -0.2317 -6.3176 0.156 -0.339 -0.046
O -9.5679 1.0154 -6.0679 -0.230 0.164 -0.017
C -10.5239 1.9629 -5.9033 -0.022 0.044 -0.005
O -10.3173 3.0660 -5.5067 0.062 0.024 0.093
O -11.7456 1.4884 -6.2355 0.236 0.038 0.005
H -12.3754 -0.4624 -6.6001 -0.044 0.144 0.158
H -11.5536 0.3523 -7.9450 0.058 0.074 0.024
H -10.3232 -0.7751 -5.3800 -0.063 0.014 -0.020
H -9.6743 -0.8380 -7.0262 0.164 0.184 0.004
C 12.3871 1.9338 -4.1638 -0.209 0.300 0.178
C 13.5936 2.4315 -4.9231 0.033 0.353 0.015
O 14.2956 1.2168 -5.2184 -0.200 -0.140 0.045
C 13.4002 0.2084 -5.1978 0.020 0.028 -0.154
O 13.6234 -0.9062 -5.5634 0.040 0.441 -0.276
O 12.2083 0.6186 -4.7059 0.226 -0.074 -0.038
H 11.5019 2.5440 -4.3242 -0.081 -0.171 -0.064
H 12.5709 1.8511 -3.0911 0.038 -0.034 -0.024
H 13.3269 2.9204 -5.8613 -0.019 -0.063 -0.006
H 14.2136 3.1048 -4.3371 0.150 -0.158 -0.023
C -14.3492 0.0464 -3.1021 -0.278 0.236 0.095
C -13.7025 -0.6103 -1.9057 -0.068 0.159 0.342
O -12.9894 -1.7008 -2.5018 -0.029 0.108 -0.225
C -12.7543 -1.3826 -3.7932 0.052 -0.108 0.082
O -12.0349 -1.9949 -4.5204 -0.098 -0.006 0.045
O -13.4353 -0.2709 -4.1564 0.074 -0.182 0.086
H -14.4528 1.1228 -2.9902 0.152 0.010 -0.171
H -15.3245 -0.3817 -3.3408 0.041 -0.049 -0.015
H -12.9888 0.0444 -1.4021 0.026 -0.004 -0.061
H -14.4256 -0.9714 -1.1787 0.081 -0.205 -0.054

114
Properties=species:S:1:pos:R:3:forces:R:3 method="wB97M-V/def2-TZVPD" total_charge=+2 e_homo_ev="-12.0 / -12.0" de_lowest_ev=1.0212 gap_ev="7.757 / 7.765" multiplicity=5 energy_ev=-111342.2155
Ho 0.1005 -0.7836 -0.1485 0.165 0.409 -0.397
C 1.9201 -2.8619 1.7898 -0.296 1.372 -3.170
N 0.4725 -2.7760 1.3617 -0.247 -1.621 0.404
C -0.0514 -4.0133 0.6775 0.462 0.702 0.103
C 0.4861 -4.0925 -0.6948 0.283 0.334 -0.566
N 0.7432 -2.9796 -1.3555 -0.626 0.158 0.945
C 1.1468 -3.3655 -2.6031 1.203 -0.163 -1.684
C 1.6576 -2.5816 -3.6712 -0.423 -0.675 0.374
C 2.1037 -3.2473 -4.7942 -0.187 0.078 0.720
C 2.0362 -4.6545 -4.9029 0.199 0.764 -2.088
C 1.5544 -5.4201 -3.8987 0.186 0.081 1.286
C 1.1777 -4.7657 -2.7111 -0.619 0.359 0.993
N 0.7416 -5.2063 -1.4147 0.434 0.254 -1.871
C 2.2839 -1.3998 2.1549 0.698 -1.497 -0.299
N 1.6367 -0.3263 1.7406 0.333 -0.714 0.156
C 2.2739 0.7317 2.3750 0.510 1.085 0.975
C 1.9091 2.0914 2.4794 -0.363 -0.775 -1.924
C 2.6321 2.9203 3.2700 0.393 1.073 1.733
C 3.6791 2.4200 4.0998 0.071 -0.077 -1.079
C 4.0739 1.1008 4.0383 1.456 -0.645 0.235
C 3.3579 0.2894 3.1437 -0.632 -1.493 0.083
N 3.3522 -1.1307 2.9412 -1.644 3.296 -1.100
H 2.0863 -3.5165 2.6092 0.177 -0.660 0.740
H 2.5228 -3.2625 0.8174 -1.187 1.061 2.380
H -0.1845 -2.7325 2.1671 1.067 0.640 -0.397
H 0.2243 -4.9176 1.1953 -0.330 -0.401 0.533
H -1.1367 -3.8510 0.6093 0.210 -0.483 0.263
H 1.6652 -1.5028 -3.6115 0.090 -0.046 0.038
H 2.5452 -2.6445 -5.5567 0.081 0.057 -0.642
H 2.2905 -5.1354 -5.8873 -0.028 0.542 1.276
H 1.6404 -6.4648 -4.0352 -0.402 -1.036 0.289
H 0.5968 -6.1884 -1.2274 -0.137 0.267 0.512
H 1.1586 2.4571 1.7770 -0.007 0.010 0.322
H 2.3551 3.9970 3.3975 0.332 -1.069 -0.396
H 4.2960 3.1035 4.6477 -0.076 0.288 0.445
H 5.0115 0.7307 4.6002 -1.840 0.565 -0.901
H 3.8478 -1.7518 3.4810 1.299 -1.748 1.196
C 5.0074 -2.0170 -0.5935 0.733 -0.558 1.331
C 3.8742 -1.2028 -1.1101 -0.820 0.063 0.236
C 3.8420 0.2153 -0.6705 1.185 1.604 0.031
C 4.9233 0.8081 -0.0233 -0.945 0.516 -0.227
C 5.0020 2.1526 0.2035 -1.069 1.266 -0.629
C 4.0037 2.9865 -0.3408 1.098 1.214 1.038
C 2.9214 2.4983 -1.0168 -0.930 -0.574 0.290
C 1.7392 3.3679 -1.4458 -0.898 0.448 1.216
C 1.8481 4.8937 -1.2265 -1.059 -1.175 0.861
C 2.8652 1.0988 -1.1035 -1.930 -1.167 -1.091
N 1.6541 0.4237 -1.5799 -0.282 0.203 1.275
C 0.9842 0.8091 -2.6095 0.780 0.061 -1.132
C -0.3008 0.3199 -3.0233 1.575 -0.067 2.007
C -0.8673 0.4799 -4.2494 -2.098 -0.021 -0.293
C -2.1462 -0.1074 -4.1521 0.347 -1.056 0.630
C -2.2160 -0.6789 -2.8565 -0.412 0.199 0.015
N -1.0957 -0.4116 -2.1352 -0.164 -0.020 -1.020
H 4.8419 -3.0705 -0.8627 0.500 0.319 -0.313
H 5.0279 -2.0369 0.5302 0.072 0.259 -0.808
H 5.9715 -1.6057 -0.9444 -0.331 -0.633 0.138
H 2.9464 -1.6835 -0.7521 0.010 0.021 -0.783
H 3.9531 -1.1520 -2.2034 -0.585 -0.470 0.106
H 5.7332 0.2748 0.3191 1.554 -1.607 0.654
H 5.8217 2.5795 0.7651 0.025 0.003 -0.085
H 4.0522 4.0707 -0.1587 0.133 -0.535 -0.135
H 0.8051 3.0864 -0.8487 1.209 -0.217 -0.771
H 1.4998 3.1933 -2.4800 -0.078 0.101 -0.308
H 1.8906 5.1045 -0.1516 0.625 0.103 -0.167
H 0.8945 5.3457 -1.5038 0.089 0.028 -0.437
H 2.6362 5.3180 -1.7929 0.808 0.657 -0.275
H 1.5059 1.4992 -3.2803 -0.392 -0.153 -0.210
H -0.5285 1.0481 -5.0799 0.512 0.225 -0.456
H -2.8547 -0.2747 -4.9487 -0.075 0.231 0.081
H -3.0654 -1.2202 -2.3836 0.758 0.391 -0.549
C -1.0916 4.7602 1.2819 -1.054 -1.000 0.253
N -1.5086 3.3972 1.7261 -1.168 -1.626 -1.721
C -1.2494 3.0839 3.1282 -0.898 0.037 0.317
P -1.8493 2.1927 0.6219 -0.114 0.894 -0.220
O -0.7158 1.3664 0.0915 0.048 0.330 0.553
O -2.8423 1.1918 1.4508 0.129 1.828 -0.606
P -2.8126 -0.3337 1.8080 0.442 -0.351 -0.016
O -1.4947 -0.9608 1.4821 -0.079 -0.221 -0.274
N -4.0606 -0.9806 1.0319 -0.037 1.440 -0.585
C -4.0027 -2.4219 0.8750 -0.489 -0.421 1.290
C -5.3246 -0.2889 0.6027 -0.505 -2.245 0.737
N -3.0743 -0.3896 3.3923 1.256 -0.058 0.650
C -4.3586 0.0809 3.7818 -1.594 1.452 0.600
C -2.0232 -0.3102 4.3991 1.365 -0.424 0.614
N -2.7200 2.8468 -0.6015 0.261 0.115 0.468
C -4.1292 3.2080 -0.5022 0.063 0.505 0.580
C -2.2824 2.8925 -1.9816 -0.604 -2.321 -1.128
H -1.8582 5.4975 1.5761 0.553 -0.195 0.147
H -0.9779 4.8221 0.2048 0.035 -0.193 -0.107
H -0.1388 4.8859 1.7519 0.592 0.798 0.207
H -1.6229 3.9729 3.6665 -0.080 -0.735 0.332
H -0.1852 3.0765 3.2394 0.597 -0.325 0.637
H -1.7151 2.0931 3.5015 0.682 1.912 -0.822
H -2.9918 -2.8237 0.7045 -0.304 0.505 0.176
H -4.5656 -2.6268 -0.0158 -0.562 -0.658 -0.140
H -4.4114 -2.8625 1.8333 0.165 -0.198 -1.349
H -5.3976 0.7623 0.7813 0.544 0.557 0.514
H -6.2024 -0.8005 1.1337 1.136 0.731 -0.842
H -5.4013 -0.4244 -0.4667 -0.276 -0.158 -0.299
H -5.0835 -0.6849 3.5801 -0.688 -0.159 -0.007
H -4.7012 1.0657 3.3325 0.553 -1.057 0.066
H -4.3657 0.3024 4.8442 0.007 -0.283 0.186
H -2.0595 -1.1702 5.1266 -0.248 0.981 -0.621
H -1.9834 0.6555 4.9278 -0.651 -0.389 0.123
H -1.0089 -0.3256 3.9659 -0.452 -0.363 -0.316
H -4.4963 3.1240 0.5307 0.038 0.000 -0.386
H -4.6700 2.5692 -1.1808 -0.494 -0.470 -0.050
H -4.3033 4.2271 -0.8707 0.199 -0.072 0.292
H -1.2277 2.8639 -2.0847 1.147 -0.976 0.249
H -2.4154 3.8463 -2.4244 -1.198 1.083 -0.294
H -2.7969 2.0364 -2.6131 1.133 1.781 1.080
O -10.1625 -8.9826 -6.0819 -0.686 0.126 -0.456
C -11.0949 -8.8163 -6.7012 0.686 -0.125 0.456